Entry from the Open Molecules 2025 dataset: 2 unconnected molecules or ions with the total composition C11H15N in a non-equilibrium geometry (wB97M-V/def2-TZVPD).

The geometry in XYZ format:
```
27
Properties=species:S:1:pos:R:3
N -0.45558 -1.22169 -0.37439
C -0.89797 -0.40977 0.65778
C 0.89045 -1.46223 -0.17161
C -2.29071 0.86247 2.05712
C 0.03145 -0.04683 -3.62177
C -0.30600 1.07658 -2.64915
C 0.07751 0.81621 2.50087
C 1.37193 -0.70000 0.83655
C 2.73812 -0.69290 1.39749
C -1.18192 1.28643 2.80590
C -2.19429 -0.05678 1.03173
C 0.21429 -0.05549 1.42181
H 2.76698 -1.20470 2.37978
H -0.66806 -0.17278 -4.44575
H -3.05951 -0.45217 0.51775
H 3.20249 0.25893 1.62803
H 1.37701 -2.14458 -0.85190
H -3.25450 1.20267 2.38329
H 0.92812 1.06865 3.11279
H -1.10549 -1.80717 -0.87107
H 3.42682 -1.34069 0.86512
H 0.98305 0.16630 -4.10752
H 0.14977 0.95226 -1.67190
H -1.37489 1.08088 -2.37187
H -1.32889 1.89216 3.69151
H -0.23027 2.06604 -3.10092
H 0.19010 -0.96181 -3.04965
```

## Properties
HOMO energy, eV: -7.9
Lowest unoccupied orbital energy, Eh: 0.03361
Energy, Ha: -482.89947
SMILES string: Cc1c[nH]c2ccccc12.CC
Orbital gap, Eh: 0.3248
Max |F|, eV/Å: 1.85

---

Entry from the Open Molecules 2025 dataset: a molecular structure, C29H53BHoO2P2 in a non-equilibrium geometry (wB97M-V/def2-TZVPD).

The geometry in XYZ format:
```
88
Properties=species:S:1:pos:R:3
Ho -0.60445 0.29875 -1.69716
P 1.40930 -4.12476 -4.05183
P 0.94939 -1.16738 -3.73796
O -3.05829 -1.17608 0.33994
O -4.03351 0.29637 -1.20846
C 0.12127 -3.64281 -0.76341
C 2.90539 0.92099 -0.53521
C -6.32648 0.00245 -0.82234
C -5.05588 -2.43113 0.04894
C 0.93507 -0.43934 1.59091
C 0.27875 -5.42411 -3.50704
C -4.45994 -1.14034 0.61152
C -1.62405 3.35665 -0.71834
C -0.60267 1.37134 0.61812
C -4.63113 -1.13774 2.11302
C 0.51292 -2.69005 -4.68701
C 0.72105 2.22412 -1.08315
C 2.02504 -4.13422 0.82090
C -1.58093 1.26145 1.73562
C 1.76327 -2.23480 -2.24747
C 0.70871 -3.97609 0.59653
C -0.54898 2.35818 -0.42342
C 1.43606 1.14886 -0.44406
C 0.47357 -2.28122 -1.36518
C 1.29295 3.13790 -2.11435
C 2.47778 -3.52591 -2.69886
C 0.59166 0.60835 0.57784
C -0.48781 -0.07989 -4.15112
C 2.31746 -0.42775 -4.68725
C 3.07656 -3.75232 -0.17728
C -4.99815 1.39633 0.69987
C -4.97827 0.13145 -0.15343
C 2.54657 -4.78404 -5.34093
C 2.93831 -4.46962 -1.53296
B -2.91901 -0.38930 -0.78545
H 2.49087 -1.51864 -1.83879
H 2.16907 -0.61223 -5.76830
H 2.36507 -4.55625 1.76728
H 2.35317 3.33112 -1.91158
H -4.93541 -2.51399 -1.04290
H -5.78314 1.33293 1.46313
H -1.10053 1.39224 2.72425
H -0.76365 -5.07014 -3.53393
H -4.04504 1.58991 1.20763
H 0.36726 -6.25923 -4.21435
H -0.04508 -4.07592 1.39278
H 0.47162 -5.85211 -2.52018
H -5.70152 -1.15663 2.35521
H 2.34833 -5.39506 -1.42325
H 1.22222 2.73337 -3.13686
H -4.56847 -3.29153 0.52598
H 0.21702 -1.27336 1.55382
H 3.29585 -0.83666 -4.39186
H -1.48583 -0.54607 -3.94012
H -2.57573 2.88709 -1.02044
H -4.17519 -0.26189 2.59608
H 2.95432 -3.95320 -5.96058
H 2.33305 0.66280 -4.51846
H -7.11043 -0.12448 -0.06824
H -6.53253 0.92962 -1.36958
H 1.92815 -0.86982 1.42247
H -0.57349 -2.88915 -4.64453
H 0.76422 4.10157 -2.09615
H -2.35458 2.02568 1.67543
H -6.35275 -0.83712 -1.52387
H 3.20657 0.54229 -1.52128
H -4.17125 -2.04384 2.53424
H -0.43283 -2.02743 -1.98453
H -5.23128 2.26377 0.06617
H 0.78310 -2.48832 -5.74054
H -0.98296 -3.77729 -0.74080
H 3.36948 -5.37016 -4.88518
H -0.40141 0.96232 -3.71787
H -0.40359 0.07755 -5.23534
H 1.94464 -5.45946 -5.98550
H 3.41569 -3.21044 -3.19170
H -1.32481 4.06313 -1.50307
H 0.56430 -1.51311 -0.57025
H 0.50880 -4.35958 -1.49764
H -2.06921 0.27877 1.74605
H -6.12326 -2.48251 0.29603
H -1.82404 3.94935 0.19313
H 3.47628 1.85137 -0.36369
H 3.24787 0.18733 0.20542
H 0.90836 -0.04760 2.62306
H 4.09512 -3.86289 0.23446
H 3.01471 -2.66834 -0.34254
H 3.95864 -4.80108 -1.82497
```

## Properties
HOMO energy (spin up / spin down), eV: -7.6 / -7.7
Lowest unoccupied orbital energy (spin up / spin down), Eh: -0.08323 / -0.08293
Spin multiplicity: 5
Energy, Ha: -2942.56505
Charge: +1
Orbital gap (spin up / spin down), Eh: 0.1979 / 0.1989
Max |F|, eV/Å: 5.27

---

- The highest max |F| belongs to which entry?
  C29H53BHoO2P2

---

- Among the records above, which one has the highest max |F|?
  C29H53BHoO2P2

---

- What is the formula in the second record?
  C29H53BHoO2P2